# 1
{"formula": "C37H25AsBr4FN2O2Pt", "method": "the ωB97M-V functional and the def2-TZVPD basis", "relative_energy_ev": 1.5073, "gap_ha": 0.2067, "homo_ev": -3.90, "total_charge": -1, "total_energy_ev": -392823.613, "symbols": ["Pt", "Br", "Br", "Br", "Br", "As", "F", "O", "O", "N", "N", "C", "C", "C", "C", "C", "C", "C", "C", "C", "C", "C", "C", "C", "C", "C", "C", "C", "C", "C", "C", "C", "C", "C", "C", "C", "C", "C", "C", "C", "C", "C", "C", "C", "C", "C", "C", "C", "H", "H", "H", "H", "H", "H", "H", "H", "H", "H", "H", "H", "H", "H", "H", "H", "H", "H", "H", "H", "H", "H", "H", "H", "H"], "positions_angstrom": [[-0.3565, 0.0384, -0.3820], [0.1981, 0.1852, 4.6542], [5.7640, -0.2516, 3.3059], [3.4100, 0.0658, 5.6290], [4.8290, -0.6271, 0.1068], [-1.4029, -2.1419, 0.4843], [-5.9372, 1.9236, -3.0041], [-0.0786, -0.0935, 1.7258], [1.8392, -0.6682, -0.1363], [-4.0109, 4.0749, 2.4275], [-0.3249, 2.2133, -0.0042], [-3.1217, 3.8981, 1.7212], [-4.1250, -5.7046, -1.1729], [-1.3084, 2.4794, 0.8578], [1.7043, -3.7660, 2.8828], [0.5042, -3.1694, 2.5155], [2.9538, -0.0672, 3.7944], [1.6046, -0.0203, 3.3924], [-2.0380, 0.5528, -2.6303], [-4.5610, -4.9593, -0.0871], [3.5507, -0.3592, 1.4814], [-0.6399, 0.0699, -2.4241], [2.1893, -4.2197, 0.5757], [-2.6389, -2.1392, 3.1934], [-4.3138, -0.5352, 3.8451], [-2.5456, -1.5493, 1.9389], [-3.3738, -0.4710, 1.6346], [-2.3158, 1.8677, -3.0017], [-0.6393, 4.3612, -0.9905], [0.1335, -3.1060, 1.1770], [-4.6617, 1.4741, -2.8859], [-2.0259, 3.6724, 0.8124], [-3.6200, 2.3402, -3.1228], [-2.1209, -4.3789, -1.2522], [0.0024, 3.1387, -0.8988], [-3.1344, -0.2973, -2.4385], [0.9993, -3.6124, 0.2103], [-2.5380, -3.6338, -0.1488], [-4.4405, 0.1522, -2.5513], [-1.6827, 4.6338, -0.1291], [-3.7771, -3.9266, 0.4180], [-3.5080, -1.6243, 4.1469], [1.2034, -0.1555, 2.0719], [-2.9004, -5.4096, -1.7564], [-4.2596, 0.0319, 2.5784], [3.9306, -0.2211, 2.8266], [2.5427, -4.3014, 1.9171], [2.2081, -0.4073, 1.0707], [-4.1402, -3.3550, 1.2605], [-2.2149, 5.5757, -0.1629], [-0.3241, 5.0861, -1.7288], [-3.8284, 3.3642, -3.4114], [3.4827, -4.7558, 2.2061], [-4.8953, 0.8745, 2.3328], [-4.9818, -0.1259, 4.5940], [-5.5172, -5.1766, 0.3736], [-4.7382, -6.5068, -1.5664], [-0.1083, -2.7125, 3.2791], [-3.3169, -0.0230, 0.6482], [-1.4884, 2.5398, -3.2009], [0.1020, 0.7074, -2.9079], [-1.4932, 1.7331, 1.6230], [1.9931, -3.7839, 3.9268], [-2.0431, -3.0064, 3.4392], [0.8320, 2.8860, -1.5494], [-5.2831, -0.5074, -2.3805], [2.8597, -4.5969, -0.1867], [-1.1725, -4.1538, -1.7252], [-2.9491, -1.3334, -2.1804], [-0.5130, -0.9660, -2.7366], [0.7677, -3.4864, -0.8400], [-2.5535, -5.9803, -2.6094], [-3.5470, -2.0720, 5.1327]], "forces_ev_per_a": [[-0.2501, -1.1063, 0.9887], [0.0159, 0.0134, 0.0187], [-0.0328, -0.0003, -0.0266], [-0.0431, 0.0205, -0.0377], [-0.0220, 0.0038, 0.0296], [0.1320, 0.6037, -0.1544], [-0.0584, 0.0134, 0.0092], [0.3877, 0.1136, -0.1956], [0.4879, 0.2077, -0.0567], [0.0354, 0.0282, -0.0191], [-0.4939, -0.0373, -0.3219], [0.1063, -0.1233, -0.0569], [-0.0171, 0.0147, 0.0365], [-0.0837, 0.0259, 0.3145], [0.0021, -0.0215, -0.0218], [-0.0217, 0.0230, -0.0208], [-0.0266, -0.0142, -0.0396], [-0.0899, -0.0558, 0.0239], [0.1403, -0.0825, -0.4043], [0.0614, 0.0341, -0.0187], [0.0564, -0.1959, 0.1373], [-0.4243, 0.0628, 0.7885], [0.0141, -0.0233, 0.0717], [-0.0564, -0.0390, -0.0222], [0.0062, -0.0041, 0.0008], [-0.0645, 0.0354, -0.0096], [-0.0034, -0.0031, 0.0595], [-0.0249, 0.0507, 0.0315], [0.0927, 0.2083, 0.0011], [0.0429, -0.0266, 0.0764], [0.0658, -0.0169, 0.0030], [-0.0374, -0.0281, 0.1433], [0.0908, 0.1106, -0.0239], [0.0434, 0.0283, 0.0308], [0.3116, 0.0516, -0.1246], [-0.0543, 0.0239, 0.0162], [-0.0343, -0.0284, 0.0433], [0.0275, 0.1075, -0.2633], [0.0185, -0.1135, 0.0254], [-0.0032, 0.0708, -0.0480], [0.0469, -0.0391, -0.0335], [-0.0152, 0.0458, -0.0151], [-0.0149, 0.1395, 0.2383], [0.0032, 0.0032, 0.0005], [0.0431, -0.0140, 0.0268], [-0.1571, 0.0091, -0.1378], [-0.0325, 0.0131, -0.0262], [-0.2026, -0.0706, -0.3202], [0.0006, 0.0274, 0.0299], [-0.0187, -0.0453, -0.0538], [0.0186, -0.0293, 0.0175], [0.0120, -0.0409, 0.0247], [-0.0069, 0.0314, -0.0162], [0.0370, -0.0078, -0.0078], [0.0176, -0.0287, -0.0244], [0.0107, 0.0065, -0.0103], [0.0197, 0.0219, 0.0120], [0.0625, 0.0591, -0.0021], [0.0289, 0.0534, -0.0189], [-0.0468, 0.0040, -0.0206], [-0.0123, 0.0049, -0.1273], [-0.0018, -0.0703, -0.0832], [-0.0089, 0.0113, -0.0137], [-0.0191, -0.0266, 0.0022], [-0.1127, -0.0464, -0.0854], [0.0403, 0.0121, -0.0260], [-0.0158, 0.0312, 0.0046], [-0.0079, -0.0112, -0.0237], [-0.0308, -0.0266, 0.0399], [0.0186, 0.0260, -0.3040], [0.0489, 0.0149, -0.0212], [0.0039, 0.0180, 0.0095], [-0.0053, -0.0075, -0.0187]]}

# 2
{"formula": "C37H25BrF4N3O4PTi", "method": "the ωB97M-V functional and the def2-TZVPD basis", "relative_energy_ev": 0.1527, "gap_ha": [0.2165, 0.2809], "homo_ev": [-6.14, -8.05], "total_charge": 0, "spin_multiplicity": 3, "total_energy_ev": -164750.119, "symbols": ["Br", "Ti", "P", "F", "F", "F", "F", "O", "O", "O", "O", "N", "N", "N", "C", "C", "C", "C", "C", "C", "C", "C", "C", "C", "C", "C", "C", "C", "C", "C", "C", "C", "C", "C", "C", "C", "C", "C", "C", "C", "C", "C", "C", "C", "C", "C", "C", "C", "C", "C", "C", "H", "H", "H", "H", "H", "H", "H", "H", "H", "H", "H", "H", "H", "H", "H", "H", "H", "H", "H", "H", "H", "H", "H", "H", "H"], "positions_angstrom": [[-3.1510, 1.3570, -1.2521], [-0.6234, -0.4051, -0.9251], [-0.2081, 1.8492, 0.3980], [-2.1919, 6.4616, 1.6751], [-0.2358, 4.6799, 1.6053], [-4.5733, 5.9407, 0.4736], [-4.9598, 3.6262, -0.8096], [7.1536, -1.3911, -0.8860], [0.1697, -1.2779, 0.5373], [1.1376, -0.0480, -1.6289], [6.3610, -2.2799, 0.9079], [-2.3070, -1.8219, -0.6614], [-1.2272, -0.7664, -2.9199], [6.2390, -1.6583, -0.1300], [-1.3762, 4.3580, 0.9929], [2.2578, 4.2654, -1.7694], [-2.5928, -1.8938, -4.3476], [-2.0356, -6.6417, 0.9425], [-1.5364, 3.1445, 0.3505], [2.3302, -0.4792, -1.2857], [3.8232, -1.5772, 0.2848], [0.0052, 1.6338, 2.1886], [-1.3004, -4.4260, 0.3518], [0.9839, 2.1497, 4.3276], [0.9093, 2.3584, 2.9586], [-1.7439, -1.0631, -5.0974], [4.7062, -0.6007, -1.7537], [-0.8229, 0.6984, 2.8056], [-3.2868, -6.1386, 1.2617], [-3.5956, 5.0443, 0.4344], [2.5125, -1.2020, -0.0666], [-2.2462, -1.6909, -3.0191], [-3.5427, -4.7804, 1.1206], [3.6435, 2.9866, -0.2811], [1.2494, 2.7397, -0.2006], [-1.0446, -5.7807, 0.4862], [-0.7614, 0.5015, 4.1762], [-2.8498, -2.4377, 0.5505], [-3.7852, 3.8387, -0.2265], [1.1283, 3.6764, -1.2244], [2.5137, 2.3898, 0.2590], [-0.9259, -0.4066, -4.1825], [0.1465, 1.2249, 4.9364], [-2.7626, 2.9043, -0.2718], [3.5178, 3.9246, -1.2944], [1.4454, -1.5626, 0.7990], [-2.7556, -2.2330, -1.8023], [-2.3861, 5.3103, 1.0437], [-2.5556, -3.9133, 0.6690], [3.4255, -0.2214, -2.1118], [4.8712, -1.2640, -0.5445], [4.4000, 4.3868, -1.7169], [4.6208, 2.7007, 0.0831], [4.0112, -2.1100, 1.2065], [2.6315, 1.6404, 1.0342], [-1.5137, 0.1099, 2.2135], [1.6944, 2.7129, 4.9165], [-4.5249, -4.3893, 1.3605], [0.1531, 3.9514, -1.6094], [-1.7150, -0.9571, -6.1686], [-0.1296, 0.2984, -4.3681], [0.2080, 1.0638, 6.0047], [-2.4122, -1.9056, 1.3985], [-1.8326, -7.6993, 1.0435], [-3.5393, -2.9927, -1.8447], [-0.0661, -6.1678, 0.2335], [-0.5239, -3.7585, 0.0003], [-3.9325, -2.2829, 0.5979], [3.2444, 0.3164, -3.0330], [-1.4114, -0.2255, 4.6435], [1.6363, -2.1160, 1.7112], [-4.0681, -6.8003, 1.6112], [2.1531, 4.9915, -2.5641], [1.5605, 3.0878, 2.4948], [5.5593, -0.3895, -2.3791], [-3.3495, -2.5684, -4.7143]], "forces_ev_per_a": [[0.0907, -0.3511, -0.1900], [-0.1584, 0.1454, -0.0520], [-0.3779, 0.2361, -0.0457], [-0.0315, 0.0077, -0.0123], [0.0176, -0.1171, -0.0646], [0.0314, -0.0167, 0.0069], [-0.0343, -0.0626, -0.0490], [0.0742, 0.1304, 0.1417], [0.6900, -0.4892, 0.2224], [0.4497, 0.0512, -0.2215], [0.0999, 0.1486, 0.1089], [0.0085, 0.0446, 0.0474], [-0.0674, -0.1147, -0.0938], [-0.5386, -0.3134, -0.4404], [-0.1774, 0.4039, 0.1359], [0.0435, -0.0252, 0.0615], [0.1300, 0.0536, -0.2433], [-0.0008, 0.0375, -0.0001], [0.2905, -0.4404, -0.0773], [-0.4357, 0.1253, 0.0801], [-0.1099, 0.0687, -0.0344], [-0.0052, -0.0780, 0.0450], [-0.0055, 0.0248, 0.0083], [-0.0820, -0.0676, -0.0555], [0.0814, 0.0980, 0.0822], [-0.1343, -0.1355, 0.0710], [-0.3247, 0.1369, -0.0875], [-0.0308, -0.0311, 0.0632], [0.0211, 0.0398, -0.0171], [-0.0949, -0.0181, -0.0428], [0.2130, -0.1995, 0.3320], [-0.1939, 0.0634, 0.5050], [-0.0071, -0.0280, -0.0046], [-0.0385, -0.0113, -0.0381], [0.0023, 0.0681, -0.0533], [0.0032, -0.0351, 0.0023], [0.0337, 0.0326, -0.0467], [0.0542, 0.1239, 0.0052], [0.2716, 0.2121, 0.1893], [0.0020, 0.0118, -0.0309], [0.1487, -0.1278, -0.0105], [0.0874, 0.0241, 0.1662], [0.0262, 0.0054, 0.0289], [-0.3185, 0.3874, 0.0530], [-0.0208, 0.0077, 0.0076], [-0.6065, 0.3987, -0.4130], [-0.1399, 0.0322, -0.2148], [0.1338, -0.1553, -0.0240], [-0.0289, -0.0807, 0.0365], [0.3381, 0.0472, -0.0621], [0.6150, -0.1263, 0.3383], [0.0078, 0.0021, -0.0113], [0.0270, 0.0048, -0.0002], [0.0155, 0.0018, 0.0009], [-0.0164, 0.0034, -0.0809], [0.0146, 0.0135, -0.0382], [0.0173, 0.0128, 0.0219], [-0.0140, -0.0062, 0.0049], [-0.0254, -0.0261, 0.0216], [-0.0047, 0.0000, -0.0299], [-0.0006, 0.0065, -0.0354], [-0.0095, -0.0033, 0.0082], [0.0023, -0.0647, 0.0007], [0.0075, -0.0202, 0.0015], [0.0395, -0.0206, -0.0358], [0.0081, -0.0044, 0.0008], [0.0112, 0.0121, -0.0023], [0.0135, 0.0219, -0.0090], [-0.0166, -0.0077, -0.0074], [-0.0051, -0.0139, 0.0237], [0.0169, -0.0309, 0.0296], [-0.0081, -0.0133, 0.0061], [0.0008, 0.0149, -0.0134], [-0.0749, -0.0154, 0.0530], [0.0190, -0.0021, 0.0024], [-0.0197, -0.0074, -0.0252]]}

# 3
{"formula": "C37H25BrF4NPS4V", "method": "the ωB97M-V functional and the def2-TZVPD basis", "gap_ha": [0.2379, 0.2499], "homo_ev": [-9.60, -9.64], "total_charge": 1, "spin_multiplicity": 3, "total_energy_ev": -199491.504, "symbols": ["Br", "V", "S", "S", "S", "S", "P", "F", "F", "F", "F", "N", "C", "C", "C", "C", "C", "C", "C", "C", "C", "C", "C", "C", "C", "C", "C", "C", "C", "C", "C", "C", "C", "C", "C", "C", "C", "C", "C", "C", "C", "C", "C", "C", "C", "C", "C", "C", "C", "H", "H", "H", "H", "H", "H", "H", "H", "H", "H", "H", "H", "H", "H", "H", "H", "H", "H", "H", "H", "H", "H", "H", "H", "H"], "positions_angstrom": [[0.0972, -3.0792, 0.1144], [-0.9056, -0.3989, -0.0782], [-3.0443, 0.8082, -0.3769], [-0.8624, -0.2585, 2.3646], [-0.1866, 1.9004, -0.0454], [-1.3565, -1.1215, -2.3928], [1.7051, -0.2478, -0.0835], [4.7593, -0.8071, -0.4108], [1.8908, -5.3974, -0.4516], [4.5608, -5.4441, -0.8659], [5.9763, -3.1374, -0.8316], [-2.4912, -1.8362, 0.3671], [-1.2837, 1.9573, 3.8930], [2.9572, -0.3176, 3.7909], [4.0078, -1.9032, -0.4580], [3.9575, 2.4236, -2.2520], [-4.5670, -3.5559, 0.9503], [-3.1636, 1.4223, -4.9048], [2.4638, 1.6396, 1.8808], [-3.0310, -2.5894, -0.6010], [3.3528, 2.3522, -3.4993], [-0.9774, 1.5011, 2.6138], [3.0796, 1.0240, 4.1241], [-2.5959, -0.7985, 2.5794], [2.4133, 0.7900, -1.3967], [-1.3717, 3.3138, 4.1391], [2.5898, -0.6798, 2.5052], [2.3374, 0.2942, 1.5373], [4.6644, -3.1080, -0.6608], [-4.0398, -2.7361, 1.9337], [-4.0726, -3.4632, -0.3376], [3.9442, -4.2908, -0.6745], [-3.0506, 1.0419, -2.1104], [-0.8044, 3.7518, 1.8379], [-0.7147, 2.3839, 1.5624], [1.8162, 0.7161, -2.6532], [-1.1314, 4.2082, 3.1008], [1.9478, -3.0419, -0.2752], [-3.0207, -1.8623, 1.6025], [-2.4140, 0.3879, -4.3783], [2.8367, 1.9983, 3.1671], [-3.8538, 2.2658, -4.0396], [2.2842, 1.4914, -3.7017], [2.6330, -1.8324, -0.2870], [2.5741, -4.2567, -0.4684], [-2.5028, -2.4882, -2.0126], [-2.3688, 0.2001, -2.9982], [3.4947, 1.6446, -1.2035], [-3.7958, 2.0847, -2.6706], [-3.2146, 0.0863, 2.4103], [-1.9541, -3.3974, -2.2647], [-3.3348, -2.4053, -2.7115], [-4.4329, -2.7479, 2.9406], [2.9341, 3.0457, 3.4205], [-5.3722, -4.2401, 1.1803], [-2.7410, -1.1375, 3.6029], [-4.3237, 2.7564, -2.0069], [3.7166, 2.9655, -4.3127], [3.1493, -1.0827, 4.5311], [3.9861, 1.6997, -0.2424], [0.9830, 0.0448, -2.8193], [-4.4885, -4.0598, -1.1379], [-1.4439, 1.2453, 4.6935], [1.8116, 1.4278, -4.6727], [-3.2053, 1.5743, -5.9742], [2.4936, -1.7314, 2.2610], [4.7975, 3.0867, -2.0937], [2.2583, 2.4068, 1.1481], [-4.4372, 3.0844, -4.4405], [3.3698, 1.3086, 5.1267], [-1.1980, 5.2731, 3.2805], [-1.8594, -0.2771, -5.0282], [-0.6155, 4.4528, 1.0354], [-1.6165, 3.6716, 5.1294]], "forces_ev_per_a": [[0.0079, -0.0782, 0.0229], [-0.1557, 0.0842, 0.0502], [-0.0204, 0.0069, -0.0991], [-0.0146, -0.0277, -0.0318], [0.0800, -0.0272, 0.0173], [0.0823, 0.0079, 0.0722], [0.0467, 0.1386, -0.0591], [-0.0287, 0.0048, -0.0026], [-0.0002, -0.0025, 0.0047], [-0.0118, 0.0196, 0.0046], [-0.0226, 0.0112, 0.0025], [-0.0222, -0.0537, 0.0327], [0.0035, -0.0085, -0.0108], [-0.0008, 0.0284, 0.0079], [0.0314, -0.0333, -0.0253], [-0.0036, 0.0022, -0.0062], [0.0075, 0.0105, 0.0072], [0.0062, -0.0101, 0.0041], [-0.0116, 0.0245, -0.0021], [0.0326, 0.0283, -0.0131], [-0.0093, -0.0064, 0.0092], [-0.0037, -0.0014, 0.0088], [0.0044, -0.0132, -0.0048], [0.0302, 0.0040, -0.0130], [0.0030, -0.0116, 0.0137], [0.0034, 0.0245, -0.0155], [-0.0092, -0.0185, -0.0309], [-0.0249, -0.0324, -0.0087], [-0.0069, -0.0285, 0.0035], [-0.0217, -0.0167, 0.0129], [-0.0136, -0.0291, -0.0145], [0.0140, 0.0140, -0.0037], [0.0207, -0.0426, 0.0270], [0.0055, -0.0185, -0.0206], [-0.0110, -0.0161, -0.0085], [-0.0096, -0.0324, 0.0144], [-0.0061, -0.0033, 0.0314], [0.0614, 0.0303, -0.0169], [0.0523, 0.0585, -0.0080], [-0.0172, 0.0289, 0.0032], [0.0029, -0.0040, 0.0148], [-0.0038, 0.0077, -0.0204], [0.0188, 0.0224, -0.0081], [-0.0193, -0.0624, 0.0082], [0.0114, 0.0035, 0.0007], [0.0031, 0.0347, -0.0038], [-0.0233, 0.0055, -0.0077], [0.0077, -0.0027, 0.0080], [-0.0088, 0.0050, 0.0402], [-0.0196, -0.0140, 0.0005], [-0.0218, -0.0188, -0.0005], [-0.0032, -0.0031, 0.0050], [0.0030, 0.0035, 0.0020], [-0.0011, 0.0032, -0.0017], [-0.0008, -0.0045, 0.0025], [-0.0131, 0.0067, -0.0004], [-0.0028, 0.0055, -0.0087], [0.0019, -0.0006, -0.0031], [0.0001, -0.0080, -0.0016], [0.0058, -0.0064, -0.0046], [-0.0067, 0.0076, -0.0111], [0.0030, 0.0039, -0.0060], [-0.0023, -0.0061, -0.0011], [-0.0063, -0.0053, -0.0001], [-0.0031, 0.0057, -0.0003], [0.0050, 0.0008, 0.0199], [0.0013, 0.0021, 0.0004], [0.0022, -0.0041, 0.0063], [-0.0022, 0.0016, 0.0033], [-0.0009, 0.0025, 0.0025], [0.0012, 0.0023, -0.0017], [0.0073, -0.0104, 0.0080], [-0.0024, 0.0079, 0.0016], [-0.0006, 0.0030, 0.0020]]}

Which formula does entry 2 have?
C37H25BrF4N3O4PTi